DFT (ωB97M-V/def2-TZVPD) results for C21H34FN3O in the gas phase.

Element x y z (Å)
C  -5.44683  -2.10922  0.90958
C  -5.53624  -0.74683  0.28698
C  -6.76658  -0.11140  0.25623
C  -6.91662  1.09467  -0.40081
F  -8.13339  1.69106  -0.41645
C  -5.86006  1.68525  -1.06160
C  -4.62503  1.06705  -1.01696
C  -4.42664  -0.13236  -0.32710
N  -3.18083  -0.75565  -0.29117
C  -2.60710  -1.08577  1.00736
C  -1.17999  -0.56119  1.14081
C  -0.27925  -1.26831  0.11014
N  1.03865  -0.68667  -0.08148
C  1.09241  0.70174  -0.49161
C  2.50940  1.00466  -0.99759
N  3.56704  0.68694  -0.05477
C  4.07786  1.75956  0.78878
C  4.92350  2.72396  -0.05080
C  3.03178  2.54956  1.58700
C  3.39319  -0.62572  0.55395
C  3.82078  -1.73729  -0.42039
C  5.26927  -1.57818  -0.88731
O  5.45146  -0.48674  -1.74934
C  1.94975  -0.88327  1.02513
C  -1.03276  -1.38152  -1.23005
C  -2.20966  -0.41446  -1.31020
H  -5.11442  -2.06113  1.94566
H  -4.74877  -2.72866  0.35271
H  -6.42495  -2.58428  0.89655
H  -7.62611  -0.56572  0.72518
H  -6.00071  2.61384  -1.59152
H  -3.80015  1.54084  -1.52355
H  -3.22870  -0.65237  1.79472
H  -2.58591  -2.17538  1.14585
H  -0.81812  -0.75606  2.15188
H  -1.17177  0.51783  0.98334
H  -0.08979  -2.28464  0.47700
H  0.83439  1.38499  0.33553
H  0.39246  0.86954  -1.31075
H  2.67328  0.40757  -1.90105
H  2.58028  2.05644  -1.27452
H  4.75229  1.27837  1.50786
H  4.31129  3.26963  -0.76424
H  5.69088  2.18251  -0.59780
H  5.40856  3.44653  0.60050
H  2.43516  1.88839  2.21098
H  3.53499  3.26301  2.23554
H  2.37142  3.10249  0.92313
H  4.05029  -0.67756  1.43036
H  3.72061  -2.69767  0.08679
H  3.15580  -1.73857  -1.28295
H  5.92490  -1.47972  -0.00604
H  5.58221  -2.46516  -1.44577
H  4.97873  0.25659  -1.33683
H  1.71472  -0.21699  1.87534
H  1.87171  -1.91465  1.37569
H  -1.41767  -2.39476  -1.34705
H  -0.33959  -1.19443  -2.04969
H  -1.84107  0.61896  -1.21765
H  -2.70034  -0.50962  -2.28355

Electronic energy (a.u.): -1159.95130
ΔE to the lowest compared entry with this formula, charge and spin (kcal per mole): 7.2
SMILES: Cc1cc(F)ccc1N1CCC(N2CCN(C(C)C)[C@H](CCO)C2)CC1
Total charge: 0
HOMO energy (eV): -7.8